<w>
Formula: H2N2O3
Source: OMol25
Level of theory: wB97M-V/def2-TZVPD

XYZ file:
```
7
Properties=species:S:1:pos:R:3:nbo_charge:R:1
O -0.064 -0.294 1.497 -0.405
O 1.565 -0.308 -0.643 -0.570
O -1.748 0.581 0.577 -0.348
N -0.257 -0.004 -0.730 -0.227
N -0.695 0.079 0.527 0.616
H -0.350 0.651 -1.552 0.443
H 1.549 -0.706 0.324 0.490
```

Output
Kohn-Sham gap (spin up / spin down) ... 0.3719 / 0.3719 Eh
2S+1 ... 1
HOMO (spin up / spin down) ... -11.47 / -11.47 eV

=====

<x>
Formula: H2N2O3
Source: OMol25
Level of theory: wB97M-V/def2-TZVPD

XYZ file:
```
7
Properties=species:S:1:pos:R:3:nbo_charge:R:1
O -1.989 -0.441 1.157 -0.349
O 1.124 0.939 1.835 -0.390
O 0.329 -0.256 -2.024 -0.956
N -0.995 0.155 1.314 0.394
N -0.006 0.507 1.759 0.346
H 0.377 -1.135 -1.901 0.471
H 1.160 0.232 -2.141 0.486
```

Output
Kohn-Sham gap ... 0.3849 Eh
2S+1 ... 1
HOMO ... -10.12 eV

=====

The winner here is <x>, beating the second structure by 132.0 kJ/mol.

=====

<w>
Formula: C3H11NO4
Source: OMol25
Level of theory: wB97M-V/def2-TZVPD

XYZ file:
```
19
Properties=species:S:1:pos:R:3:nbo_charge:R:1
O 0.796 0.842 0.019 -0.669
O 3.593 0.558 -1.539 -0.953
O -0.570 2.634 1.765 -0.983
O -1.516 -2.155 0.779 -0.725
N -1.268 0.073 -0.023 -0.676
C 0.070 -0.062 -0.385 0.702
C 0.525 -1.284 -1.081 -0.728
C -2.196 -1.020 0.258 0.090
H 1.419 -1.208 -1.660 0.259
H 4.225 0.314 -0.857 0.464
H -0.906 3.295 1.156 0.477
H -1.042 -1.884 1.584 0.466
H -2.964 -0.725 0.996 0.180
H -1.553 0.916 0.614 0.434
H 0.275 2.223 1.470 0.510
H -0.321 -1.549 -1.749 0.227
H -2.601 -1.422 -0.688 0.174
H 0.558 -2.148 -0.358 0.267
H 2.812 0.797 -1.032 0.486
```

Output
Kohn-Sham gap ... 0.3896 Eh
2S+1 ... 1
HOMO ... -10.05 eV

=====

<x>
Formula: C3H11NO4
Source: OMol25
Level of theory: wB97M-V/def2-TZVPD

XYZ file:
```
19
Properties=species:S:1:pos:R:3:nbo_charge:R:1
O 1.407 2.073 -1.092 -0.733
O -2.657 1.445 1.013 -0.970
O -0.298 -4.309 -2.310 -0.933
O -0.892 -0.668 1.171 -0.636
N 0.276 1.243 0.860 -0.664
C 1.187 -0.943 0.069 -0.747
C 0.084 -0.121 0.697 0.700
C 1.382 1.947 0.344 0.078
H 2.394 1.606 0.561 0.183
H -0.969 -3.683 -2.526 0.465
H -0.603 1.740 0.948 0.428
H -3.033 0.969 0.284 0.477
H 0.708 -1.740 -0.505 0.256
H -0.342 -4.950 -3.032 0.468
H 1.318 2.951 0.779 0.176
H -2.180 0.838 1.582 0.494
H 0.576 1.756 -1.424 0.466
H 1.554 -1.543 0.906 0.254
H 1.905 -0.398 -0.529 0.235
```

Output
Kohn-Sham gap ... 0.3950 Eh
2S+1 ... 1
HOMO ... -10.20 eV

=====

The winner here is <x>, beating the second structure by 6.9 kJ/mol.

=====

<w>
Formula: C3H11NO4
Source: OMol25
Level of theory: wB97M-V/def2-TZVPD

XYZ file:
```
19
Properties=species:S:1:pos:R:3:nbo_charge:R:1
O 0.432 0.166 1.184 -0.645
O 1.651 3.747 0.392 -0.921
O -0.822 -1.000 -2.354 -0.704
O 1.487 -2.209 2.319 -0.945
N -1.150 -1.086 0.033 -0.653
C -1.658 -1.239 -1.309 0.089
C -0.389 0.091 0.265 0.699
C -0.330 1.242 -0.733 -0.703
H 1.307 2.860 0.413 0.456
H 1.554 3.862 1.349 0.464
H 0.418 1.975 -0.588 0.216
H -0.804 -1.913 0.506 0.419
H -1.258 1.710 -0.798 0.230
H -2.499 -0.577 -1.536 0.179
H 1.484 -1.265 2.217 0.489
H -0.162 0.828 -1.644 0.249
H 2.143 -2.429 1.529 0.454
H 0.178 -1.351 -2.144 0.470
H -2.029 -2.293 -1.199 0.158
```

Output
Kohn-Sham gap ... 0.3840 Eh
2S+1 ... 1
HOMO ... -10.20 eV

=====

<x>
Formula: C3H11NO4
Source: OMol25
Level of theory: wB97M-V/def2-TZVPD

XYZ file:
```
19
Properties=species:S:1:pos:R:3:nbo_charge:R:1
O -2.276 0.327 0.050 -0.618
O 1.450 -3.714 -0.605 -0.926
O -1.255 1.635 -3.247 -0.944
O 2.233 0.343 -0.437 -0.703
N -0.046 0.337 0.023 -0.654
C 1.266 0.693 0.535 0.097
C -1.180 0.439 2.183 -0.722
C -1.242 0.356 0.686 0.684
H 0.689 -3.305 -1.037 0.472
H -1.411 0.734 -3.560 0.469
H 1.523 0.151 1.449 0.163
H 2.040 -2.978 -0.428 0.455
H -1.907 -0.276 2.565 0.249
H -0.086 0.639 -0.941 0.413
H -1.946 1.746 -2.583 0.477
H 1.380 1.767 0.687 0.170
H -1.399 1.463 2.506 0.245
H 2.350 -0.608 -0.428 0.460
H -0.185 0.248 2.583 0.212
```

Output
Kohn-Sham gap ... 0.3806 Eh
2S+1 ... 1
HOMO ... -10.09 eV

=====

<y>
Formula: C3H11NO4
Source: OMol25
Level of theory: wB97M-V/def2-TZVPD

XYZ file:
```
19
Properties=species:S:1:pos:R:3:nbo_charge:R:1
O 1.937 -0.990 -1.250 -0.930
O -0.418 2.314 -0.249 -0.378
O 0.648 0.513 0.723 -0.691
O 2.851 -1.292 0.880 -1.009
N -0.797 0.207 -1.094 -0.306
C -2.267 0.468 1.026 -0.573
C -1.605 -0.420 -0.107 -0.266
C 0.175 1.205 -0.491 0.425
H -1.464 0.780 1.686 0.249
H 2.348 -1.381 -0.193 0.461
H -2.323 -1.050 -0.611 0.229
H -0.967 -1.008 0.602 0.269
H 1.079 1.342 -1.111 0.233
H 2.844 -0.855 -1.565 0.458
H 3.562 -1.893 1.106 0.462
H -3.060 -0.092 1.535 0.224
H -2.653 1.360 0.530 0.220
H -1.332 0.726 -1.796 0.393
H 1.443 0.066 0.379 0.530
```

Output
Kohn-Sham gap ... 0.1506 Eh
2S+1 ... 1
HOMO ... -9.11 eV

=====

The winner here is <x>, beating the second structure by 110.9 kJ/mol.

=====

<w>
Formula: BH24O10
Source: OMol25
Level of theory: wB97M-V/def2-TZVPD

XYZ file:
```
35
Properties=species:S:1:pos:R:3:nbo_charge:R:1
O -10.551 -10.619 35.518 -0.960
O -9.702 -13.588 32.532 -0.969
O -12.328 -14.895 30.868 -0.947
O -13.564 -10.947 33.658 -0.943
O -8.417 -15.838 34.772 -0.946
O -12.617 -16.453 33.904 -0.970
O -15.077 -13.790 32.840 -0.941
O -13.816 -16.103 36.848 -0.952
O -10.698 -17.012 36.484 -0.942
O -11.430 -13.355 37.602 -0.980
B -11.851 -13.478 34.618 -0.838
H -10.314 -16.472 37.174 0.457
H -12.431 -13.716 33.740 -0.032
H -12.970 -11.647 33.929 0.495
H -15.619 -13.087 33.199 0.456
H -14.373 -13.900 33.479 0.483
H -11.026 -10.800 36.329 0.466
H -12.608 -15.511 34.073 0.493
H -8.927 -15.112 34.411 0.483
H -12.840 -14.119 30.642 0.471
H -11.316 -14.323 35.024 -0.017
H -11.875 -13.328 36.755 0.501
H -12.886 -16.169 36.630 0.479
H -10.523 -13.574 37.389 0.459
H -12.177 -14.818 31.810 0.476
H -11.066 -16.383 35.863 0.488
H -13.443 -16.756 34.281 0.473
H -13.832 -15.984 37.797 0.468
H -10.406 -13.450 33.166 0.495
H -8.721 -15.919 35.676 0.459
H -11.114 -12.725 34.387 -0.043
H -12.493 -13.140 35.417 -0.021
H -10.540 -11.457 35.055 0.484
H -14.416 -11.205 34.009 0.447
H -9.876 -14.456 32.167 0.466
```

Output
Kohn-Sham gap ... 0.3872 Eh
Net charge ... -1
2S+1 ... 1
HOMO ... -7.90 eV

=====

<x>
Formula: BH24O10
Source: OMol25
Level of theory: wB97M-V/def2-TZVPD

XYZ file:
```
35
Properties=species:S:1:pos:R:3:nbo_charge:R:1
O 3.041 0.764 -1.571 -0.965
O -0.779 1.916 -2.971 -0.941
O 2.803 -1.721 -3.394 -0.961
O 1.247 -0.284 3.698 -0.931
O -3.096 -0.224 1.757 -0.980
O 0.423 -3.032 2.683 -0.944
O 2.719 -1.828 0.875 -0.988
O -3.103 -1.218 -2.546 -0.992
O 1.469 4.234 0.797 -0.950
O -3.974 1.701 -0.023 -0.947
B -0.190 -0.160 -0.117 -0.693
H -0.369 -2.536 2.595 0.475
H -0.690 1.105 -3.529 0.463
H 1.359 0.111 2.833 0.491
H -3.237 -1.213 1.919 0.476
H -1.196 0.028 -0.557 -0.065
H 2.152 0.634 -1.191 0.501
H -0.437 -0.954 0.962 -0.086
H 2.956 -1.256 -2.622 0.490
H 0.532 0.878 0.278 -0.090
H 1.944 -1.456 0.505 0.498
H 3.038 1.605 -1.955 0.463
H 1.888 0.043 4.128 0.441
H -2.222 -0.149 1.402 0.511
H -2.392 -0.635 -2.115 0.510
H 0.796 4.887 0.560 0.465
H -4.040 2.455 0.426 0.452
H -4.033 -1.166 -2.080 0.480
H 2.544 -2.703 1.463 0.486
H -0.316 1.530 -2.220 0.480
H 0.894 -2.595 3.304 0.470
H 2.175 -2.473 -3.217 0.469
H 1.219 3.419 0.378 0.485
H -3.715 1.007 0.472 0.483
H 0.591 -0.713 -0.926 -0.059
```

Output
Kohn-Sham gap ... 0.3427 Eh
Net charge ... -1
2S+1 ... 1
HOMO ... -6.55 eV

=====

<y>
Formula: BH24O10
Source: OMol25
Level of theory: wB97M-V/def2-TZVPD

XYZ file:
```
35
Properties=species:S:1:pos:R:3:nbo_charge:R:1
O 5.484 17.320 15.869 -0.962
O 5.525 16.608 21.941 -0.953
O 7.627 13.507 17.790 -0.950
O 11.521 13.146 18.697 -0.939
O 10.694 17.337 17.108 -0.951
O 10.385 18.339 21.669 -0.955
O 5.623 20.838 20.048 -0.956
O 1.589 19.085 18.928 -0.952
O 6.984 21.115 15.840 -0.947
O 2.446 15.495 18.653 -0.943
B 7.359 17.790 18.837 -0.854
H 6.299 16.989 15.492 0.466
H 6.304 16.509 22.489 0.458
H 11.389 12.476 19.367 0.460
H 2.853 15.720 17.817 0.472
H 7.214 21.912 16.317 0.461
H 6.259 20.125 19.988 0.497
H 1.696 19.402 18.031 0.468
H 6.290 17.724 18.969 -0.020
H 7.764 16.794 18.750 -0.026
H 11.264 17.985 17.522 0.455
H 9.813 17.573 17.396 0.495
H 1.753 16.145 18.765 0.471
H 7.606 18.386 17.971 -0.046
H 5.862 16.912 21.098 0.495
H 7.056 13.425 17.026 0.462
H 7.483 14.401 18.102 0.488
H 5.762 17.848 16.618 0.496
H 9.497 18.269 21.319 0.490
H 5.803 21.250 20.894 0.458
H 2.391 19.355 19.375 0.484
H 11.030 13.904 19.015 0.478
H 7.780 18.336 19.667 -0.049
H 10.925 18.560 20.910 0.464
H 7.191 20.404 16.447 0.485
```

Output
Kohn-Sham gap ... 0.3493 Eh
Net charge ... -1
2S+1 ... 1
HOMO ... -6.86 eV

=====

The winner here is <w>, beating the second structure by 51.1 kJ/mol.